No. 1
Density functional theory data (ωB97M-V with the def2-TZVPD basis set) for a molecular structure, C19H21BF7GaO22.

Last column: Mulliken charge in e.
Geometry (Å):
1 O 2.979 2.648 0.208  -0.573
2 C 2.950 3.283 -0.901  -0.052
3 O 3.561 2.887 -2.063  -0.565
4 Ga 1.834 5.069 -1.014  0.774
5 F 2.179 6.128 0.539  -0.639
6 B -0.189 4.428 -1.088  0.141
7 O -0.753 3.994 -2.349  -0.440
8 O -0.962 4.416 0.159  -0.699
9 H 2.285 5.838 -2.360  -0.400
10 H -1.219 4.720 -2.798  0.194
11 H -0.756 3.515 0.494  0.313
12 C 1.204 1.145 2.651  -0.620
13 C 0.703 -0.246 2.428  1.031
14 O -0.577 -0.045 1.859  -0.085
15 C -0.485 1.150 1.200  0.665
16 O -1.255 1.535 0.375  -0.612
17 O 0.606 1.852 1.581  -0.254
18 F 0.556 -0.912 3.613  -0.375
19 H 0.868 1.566 3.603  0.284
20 H 2.291 1.211 2.602  0.270
21 H 1.314 -0.837 1.744  -0.242
22 C 1.162 -1.378 -2.698  -0.531
23 C 1.770 -0.019 -2.535  0.749
24 O 2.002 0.057 -1.136  0.099
25 C 2.206 -1.215 -0.729  0.453
26 O 2.688 -1.518 0.332  -0.663
27 O 1.797 -2.121 -1.662  -0.356
28 F 0.892 0.942 -2.884  -0.278
29 H 0.081 -1.378 -2.532  0.296
30 H 1.367 -1.812 -3.677  0.306
31 H 2.709 0.132 -3.067  -0.038
32 C 7.201 1.863 -5.049  -0.438
33 C 6.344 3.038 -4.688  0.293
34 O 5.038 2.518 -4.772  -0.217
35 C 5.147 1.198 -4.481  0.534
36 O 4.228 0.500 -4.192  -0.547
37 O 6.443 0.771 -4.550  -0.312
38 F 6.475 4.036 -5.601  -0.314
39 H 7.330 1.754 -6.129  0.258
40 H 8.185 1.904 -4.580  0.254
41 H 6.517 3.432 -3.682  0.339
42 C -2.790 -2.874 2.742  -0.089
43 C -3.450 -1.977 1.751  0.570
44 O -4.799 -2.407 1.765  -0.383
45 C -5.009 -2.890 3.021  0.656
46 O -6.091 -3.092 3.489  -0.579
47 O -3.838 -3.108 3.681  -0.371
48 F -2.949 -2.177 0.509  -0.316
49 H -2.476 -3.824 2.303  0.024
50 H -1.929 -2.405 3.219  0.171
51 H -3.400 -0.916 2.005  0.303
52 C 1.266 -4.797 2.688  -0.465
53 C 1.717 -5.078 1.289  0.560
54 O 0.655 -5.855 0.762  -0.359
55 C -0.460 -5.449 1.426  0.718
56 O -1.576 -5.682 1.070  -0.535
57 O -0.150 -4.737 2.545  -0.267
58 F 2.848 -5.828 1.281  -0.315
59 H 1.526 -5.599 3.384  0.235
60 H 1.662 -3.857 3.072  0.295
61 H 1.861 -4.185 0.673  0.173
62 C -6.816 0.398 0.810  -0.342
63 C -6.513 0.655 2.253  0.334
64 O -6.720 2.048 2.382  -0.303
65 C -7.662 2.366 1.451  0.563
66 O -8.280 3.386 1.444  -0.519
67 O -7.818 1.372 0.534  -0.341
68 F -5.217 0.380 2.535  -0.230
69 H -5.953 0.571 0.162  0.310
70 H -7.190 -0.611 0.635  0.257
71 H -7.164 0.121 2.951  0.242

Summary:
- Electronic energy: -5040.7518 a.u.
- Total charge: -2
- M: 814.88 g/mol

No. 2
Density functional theory data (ωB97M-V with the def2-TZVPD basis set) for a molecular structure, C19H21BN8O8PSr.

Last column: Mulliken charge in e.
Geometry (Å):
1 Sr -0.177 0.019 0.926  2.495
2 C 3.305 -3.067 2.515  -1.202
3 C 2.842 -1.825 2.045  -0.371
4 N 1.531 -1.850 1.824  0.443
5 N 1.125 -3.101 2.149  -0.234
6 C 2.167 -3.847 2.563  -0.152
7 B -0.368 -3.537 2.031  -0.210
8 N -1.255 -2.651 2.951  -0.046
9 C -2.095 -3.045 3.927  -0.180
10 C -2.708 -1.925 4.451  -1.082
11 C -2.166 -0.862 3.708  -0.497
12 N -1.292 -1.303 2.810  0.192
13 N -0.832 -3.426 0.549  -0.501
14 C -1.302 -4.398 -0.254  -0.117
15 C -1.554 -3.853 -1.498  -1.356
16 C -1.200 -2.501 -1.357  -0.390
17 N -0.767 -2.251 -0.122  0.602
18 H 4.310 -3.348 2.785  0.383
19 H 3.388 -0.906 1.877  0.461
20 H 2.021 -4.874 2.863  0.421
21 H -0.465 -4.692 2.388  -0.178
22 H -2.196 -4.091 4.174  0.414
23 H -3.438 -1.882 5.243  0.370
24 H -2.375 0.197 3.760  0.534
25 H -1.421 -5.405 0.118  0.423
26 H -1.936 -4.354 -2.373  0.407
27 H -1.224 -1.698 -2.085  0.453
28 O -0.541 3.002 1.502  -0.685
29 C -1.351 2.357 0.820  0.009
30 O -1.937 1.279 1.173  -0.952
31 C -1.588 2.753 -0.632  0.607
32 C -2.185 3.920 -0.992  -0.414
33 C -2.391 4.200 -2.350  -0.476
34 C -1.992 3.329 -3.324  -0.385
35 C -1.347 2.151 -2.969  -0.633
36 C -1.101 1.806 -1.609  0.584
37 O -0.457 0.777 -1.204  -0.349
38 N -0.918 1.284 -4.078  1.002
39 O -1.227 1.608 -5.215  -0.708
40 O -0.191 0.341 -3.828  -0.600
41 N -3.045 5.453 -2.739  1.038
42 O -3.263 5.654 -3.921  -0.655
43 O -3.419 6.197 -1.849  -0.654
44 H -2.504 4.634 -0.244  0.564
45 H -2.160 3.556 -4.364  0.643
46 C 4.244 1.596 -0.125  -1.338
47 P 2.490 1.341 -0.421  1.587
48 C 2.466 -0.046 -1.552  -0.904
49 C 1.959 2.831 -1.256  -1.247
50 O 1.792 1.090 0.897  -1.098
51 H 4.794 1.746 -1.056  0.390
52 H 4.642 0.722 0.395  0.337
53 H 4.361 2.470 0.519  0.370
54 H 3.223 0.103 -2.325  0.450
55 H 1.484 -0.156 -2.015  0.146
56 H 2.708 -0.941 -0.972  0.241
57 H 2.819 3.482 -1.421  0.542
58 H 1.240 3.329 -0.599  0.246
59 H 1.481 2.607 -2.211  0.258

Summary:
- Electronic energy: -2173.7239 a.u.
- Total charge: -1
- M: 618.83 g/mol
- ΔE to the lowest compared entry with this formula, charge and spin: 0.8433 eV

No. 3
Density functional theory data (ωB97M-V with the def2-TZVPD basis set) for 2 unconnected molecules or ions with the total composition C19H21F3N4O8S.

Last column: Mulliken charge in e.
Geometry (Å):
1 C -3.416 -2.938 1.009  -0.712
2 O -2.827 -2.111 2.034  -0.326
3 C -1.925 -1.201 1.631  -0.023
4 O -1.619 -1.025 0.461  -0.554
5 C -1.357 -0.450 2.830  0.661
6 C -2.468 0.110 3.747  -0.602
7 C -2.052 1.538 4.094  -0.608
8 C -0.741 1.824 3.351  -0.551
9 N -0.537 0.679 2.450  0.584
10 C 0.753 0.406 1.979  -0.182
11 C 0.964 0.118 0.647  -0.197
12 C 2.172 -0.602 0.213  0.348
13 C 3.374 -0.366 1.141  -1.039
14 C 3.004 -0.659 2.586  -0.964
15 C 1.861 0.267 3.015  -0.796
16 H -3.925 -3.715 1.577  0.243
17 H -4.141 -2.360 0.425  0.304
18 H -2.656 -3.371 0.351  0.294
19 H -0.765 -1.204 3.390  0.211
20 H -3.439 0.101 3.222  0.317
21 H -2.530 -0.547 4.626  0.344
22 H -2.821 2.244 3.762  0.293
23 H -1.926 1.655 5.176  0.299
24 H -0.809 2.757 2.768  0.212
25 H 0.085 1.952 4.079  0.337
26 H 0.081 0.141 -0.001  0.402
27 H 1.949 -1.684 0.156  0.237
28 H 2.429 -0.280 -0.795  -0.981
29 H 4.214 -0.986 0.813  0.426
30 H 3.682 0.681 1.049  0.409
31 H 2.679 -1.704 2.680  0.298
32 H 3.867 -0.525 3.249  0.414
33 H 2.278 1.269 3.211  0.337
34 H 1.439 -0.091 3.970  0.354
35 O 2.843 -1.715 -3.443  -0.652
36 S 2.674 -0.292 -3.287  1.348
37 O 3.496 0.496 -2.391  -0.625
38 C 3.049 0.454 -4.956  0.783
39 F 4.327 0.171 -5.256  -0.193
40 F 2.245 -0.027 -5.928  -0.212
41 F 2.893 1.793 -4.875  -0.228
42 C 0.939 0.056 -2.959  -0.482
43 C 0.542 0.965 -1.937  -0.706
44 C -0.802 1.360 -2.003  0.426
45 N -1.416 2.424 -1.346  0.842
46 O -1.067 3.168 -0.446  -0.680
47 O -2.711 2.546 -1.951  -0.189
48 N -2.887 1.614 -2.951  -0.506
49 C -1.744 0.865 -2.920  1.073
50 C -1.344 -0.184 -3.815  -0.961
51 N -2.251 -0.859 -4.715  0.922
52 O -3.485 -0.726 -4.592  -0.545
53 O -1.743 -1.583 -5.598  -0.582
54 C 0.012 -0.570 -3.804  -0.530
55 H 1.216 1.505 -1.275  1.233
56 H 0.339 -1.386 -4.449  0.677

Summary:
- Electronic energy: -2255.0115 a.u.
- M: 522.46 g/mol
- ΔE to the lowest compared entry with this formula, charge and spin: 0.0000 eV

No. 4
Density functional theory data (ωB97M-V with the def2-TZVPD basis set) for C19H21FN2O2 in the gas phase.

Last column: Mulliken charge in e.
Geometry (Å):
1 C 1.586 3.118 -1.276  -1.763
2 C 1.683 2.435 0.089  0.103
3 N 2.631 1.327 0.012  -0.116
4 C 2.466 0.253 -0.784  0.394
5 O 1.543 0.127 -1.564  -0.685
6 C 3.550 -0.810 -0.635  -0.680
7 C 2.901 -2.188 -0.779  -0.682
8 C 1.780 -2.278 0.248  0.496
9 O 1.950 -1.997 1.418  -0.671
10 N 0.596 -2.696 -0.242  -0.167
11 C -0.604 -2.724 0.558  -0.796
12 C -1.708 -1.851 0.018  0.411
13 C -1.450 -0.810 -0.865  0.081
14 C -2.482 -0.019 -1.338  -0.701
15 C -3.771 -0.274 -0.913  0.402
16 F -4.782 0.501 -1.366  -0.384
17 C -4.056 -1.299 -0.030  -0.647
18 C -3.016 -2.086 0.427  -0.712
19 C 0.346 1.978 0.651  0.671
20 C 0.306 0.953 1.590  -0.123
21 C -0.891 0.568 2.166  -0.780
22 C -2.070 1.201 1.819  -0.464
23 C -2.042 2.217 0.881  -0.903
24 C -0.844 2.604 0.304  -0.370
25 H 1.078 4.074 -1.193  0.454
26 H 2.588 3.297 -1.660  0.432
27 H 1.054 2.479 -1.974  0.380
28 H 2.115 3.148 0.804  0.465
29 H 3.382 1.314 0.682  0.282
30 H 4.303 -0.660 -1.411  0.362
31 H 4.026 -0.732 0.343  0.330
32 H 3.635 -2.970 -0.577  0.405
33 H 2.510 -2.311 -1.788  0.300
34 H 0.485 -2.821 -1.235  0.312
35 H -0.309 -2.378 1.555  0.283
36 H -0.964 -3.757 0.647  0.384
37 H -0.442 -0.591 -1.178  0.365
38 H -2.290 0.790 -2.024  0.497
39 H -5.073 -1.471 0.286  0.452
40 H -3.223 -2.892 1.116  0.408
41 H 1.210 0.436 1.873  0.365
42 H -0.897 -0.227 2.897  0.462
43 H -3.004 0.902 2.271  0.436
44 H -2.957 2.716 0.597  0.408
45 H -0.851 3.403 -0.420  0.302

Summary:
- Electronic energy: -1096.5367 a.u.
- M: 328.39 g/mol
- ΔE to the lowest compared entry with this formula, charge and spin: 0.0000 eV

In eV, the LUMO energy values for the records above are, in order, 3.47; 2.28; -2.40; 0.71.
In eV/A, the F_max values for the records above are, in order, 3.8; 3.2; 3.4; 0.8.
In eV, the HOMO-LUMO gap values for the records above are, in order, 2.97; 8.03; 6.03; 9.33.